Record 1
9 unconnected molecules or ions with the total composition C27H72O27S9 in a non-equilibrium geometry. Source: the Open Molecules 2025 dataset; level of theory: wB97M-V/def2-TZVPD.

```
135
Properties=species:S:1:pos:R:3
H -3.649 0.712 8.255
H -1.791 3.031 0.136
C 4.472 2.335 5.623
H 0.528 -2.407 -5.581
H 2.191 -0.571 -7.285
S 0.265 0.740 -1.294
C -3.677 4.589 -2.269
C 1.219 -2.342 -6.422
H 5.786 -2.866 -0.601
H 1.793 -7.637 -4.652
H -3.739 3.978 -3.169
H 0.762 3.222 -5.301
C -3.137 -0.075 7.701
H 4.942 -2.141 1.667
H -2.671 4.951 -2.057
O -4.396 6.897 -3.717
C 0.708 2.136 -5.229
O -3.216 -5.135 1.422
C -1.378 2.688 1.085
O 5.884 7.668 -2.085
O 0.356 1.450 0.234
H 3.247 8.605 -3.082
S 0.416 1.448 -6.905
H 4.137 3.082 6.343
H 5.261 1.160 7.356
C -7.019 4.656 -2.079
S 1.283 -4.614 -2.998
O 3.942 6.138 -1.805
O 1.694 2.888 2.945
C -0.671 1.233 1.074
C -3.368 1.934 4.960
C 2.366 -5.687 -5.153
C -7.990 3.675 -2.787
H 3.297 -7.657 -5.564
O -4.001 -0.425 3.957
H 1.268 5.523 -1.725
C 1.554 -0.888 -6.460
H 1.539 1.674 -4.697
S -1.734 -4.637 2.059
C 0.668 -1.066 -0.746
H -4.377 -6.136 -0.495
O -1.095 -5.672 2.969
H -4.287 -1.633 8.826
O 2.383 4.430 4.880
H -3.324 -2.295 7.699
O 0.993 -2.240 2.541
H -0.271 0.969 2.053
H -0.112 -1.545 -0.154
H -4.416 2.153 5.165
H 4.196 8.258 -4.699
H -4.632 -7.737 0.128
H -7.542 5.301 -1.373
H 3.886 0.462 6.565
C -3.459 -6.551 1.449
S 2.298 3.080 4.289
H -2.531 -1.587 9.124
H 4.278 -3.575 -1.043
H -3.205 2.332 3.959
O 1.911 -3.287 -3.107
O 3.003 -2.532 1.167
O 5.456 5.864 -3.881
H -1.613 -2.671 3.552
O -3.912 -0.125 6.483
O -6.214 5.273 -3.093
H 2.043 -2.908 -5.987
H 4.635 -3.732 1.514
H 1.638 -1.073 -0.250
H 0.705 -2.716 -7.307
H -2.769 2.480 5.690
S 2.226 -2.947 2.555
H 4.060 4.293 -2.155
H 0.744 -1.544 -1.723
H -6.408 4.081 -1.383
O -1.724 -0.286 5.175
H 1.771 2.262 6.505
H -7.596 2.932 -3.481
H -8.523 3.198 -1.964
H -1.082 -3.965 -3.241
H 3.106 -4.911 -4.960
C -0.486 -4.415 -2.447
C -4.602 -6.687 0.418
C 1.301 2.098 5.535
H -0.670 3.378 1.544
O 3.155 -2.792 3.659
S -4.840 6.132 -2.572
S -3.131 0.113 4.993
O 1.395 1.239 -2.116
H 2.175 4.901 -0.388
H 3.423 -7.293 -3.882
O 1.596 1.790 -7.661
O -0.872 1.945 -7.343
S 4.997 6.878 -2.862
C 3.766 7.922 -3.755
H -3.110 -3.630 3.769
H -2.150 0.277 7.401
H 1.439 -5.292 2.712
C 4.804 1.018 6.377
C 2.771 -7.164 -4.746
O 0.368 -0.179 -6.589
C 2.032 4.791 -1.463
H -0.239 1.873 -4.757
H -5.566 -6.229 0.641
H 1.448 -4.864 1.011
H -3.637 -6.816 2.491
H 2.071 -0.623 -5.538
H -1.392 0.529 0.660
H -0.476 -3.765 -1.572
O 1.105 -5.308 -4.543
H 2.963 -5.225 1.942
O 3.706 2.260 4.417
H 5.457 2.682 5.309
O -0.956 -4.149 0.942
O 1.968 -5.548 -2.068
H -8.656 4.286 -3.397
O -5.129 6.767 -1.327
C 1.987 -4.739 1.950
C -3.312 -1.442 8.377
C 4.329 -2.795 1.047
H 0.289 2.494 5.448
H 2.972 7.288 -4.149
H 1.392 1.066 5.196
H 4.277 -1.866 -0.931
H 5.548 0.464 5.804
C -2.374 -3.269 3.050
H 2.322 -5.667 -6.242
H 1.899 3.715 -1.579
H -2.535 -7.094 1.252
H -2.914 -2.588 2.391
O -1.131 0.732 -1.804
H -4.121 4.182 -1.360
C 3.289 5.045 -2.322
C 4.710 -2.755 -0.471
H -0.837 -5.325 -1.959
H -2.240 2.619 1.748
H 3.041 5.071 -3.383
```

Summary:
- highest occupied orbital energy (alpha / beta) (Ha) = -0.462 / -0.462
- HOMO-LUMO gap (alpha / beta) (eV) = 9.63 / 3.19
- charge = +1
- E (eV) = -181946.0761
- 2S+1 = 2

Löwdin atomic charge list, values in e, 99 entries: number 1, H, carries 0.121; number 2, H, carries 0.089; number 3, C, carries -0.270; number 4, H, carries 0.069; number 5, H, carries 0.120; number 6, S, carries 0.807; number 7, C, carries -0.075; number 8, C, carries -0.055; number 9, H, carries 0.082; number 10, H, carries 0.079; number 11, H, carries 0.064; number 12, H, carries 0.073; number 13, C, carries -0.245; number 14, H, carries 0.119; number 15, H, carries 0.048; number 16, O, carries -0.283; number 17, C, carries -0.113; number 18, O, carries -0.289; number 19, C, carries 0.085; number 20, O, carries -0.258; number 21, O, carries -0.084; number 22, H, carries 0.074; number 23, S, carries 0.660; number 24, H, carries 0.115; number 25, H, carries 0.083; number 26, C, carries -0.292; number 27, S, carries 0.713; number 28, O, carries -0.264; number 29, O, carries -0.336; number 30, C, carries -0.185; number 31, C, carries -0.102; number 32, C, carries -0.257; number 33, C, carries -0.058; number 34, H, carries 0.071; number 35, O, carries -0.296; number 36, H, carries 0.080; number 37, C, carries -0.322; number 38, H, carries 0.049; number 39, S, carries 0.717; number 40, C, carries 0.002; number 41, H, carries 0.072; number 42, O, carries -0.317; number 43, H, carries 0.080; number 44, O, carries -0.301; number 45, H, carries 0.077; number 46, O, carries -0.300; number 47, H, carries 0.157; number 48, H, carries 0.073; number 49, H, carries 0.076; number 50, H, carries 0.073; number 51, H, carries 0.080; number 52, H, carries 0.119; number 53, H, carries 0.069; number 54, C, carries -0.253; number 55, S, carries 0.698; number 56, H, carries 0.080; number 57, H, carries 0.064; number 58, H, carries 0.042; number 59, O, carries -0.337; number 60, O, carries -0.296; number 61, O, carries -0.324; number 62, H, carries 0.055; number 63, O, carries -0.294; number 64, O, carries -0.267; number 65, H, carries 0.069; number 66, H, carries 0.110; number 67, H, carries 0.066; number 68, H, carries 0.099; number 69, H, carries 0.071; number 70, S, carries 0.667; number 71, H, carries 0.123; number 72, H, carries 0.054; number 73, H, carries 0.092; number 74, O, carries -0.323; number 75, H, carries 0.066; number 76, H, carries 0.077; number 77, H, carries 0.077; number 78, H, carries 0.075; number 79, H, carries 0.103; number 80, C, carries -0.079; number 81, C, carries -0.052; number 82, C, carries -0.087; number 83, H, carries 0.095; number 84, O, carries -0.266; number 85, S, carries 0.680; number 86, S, carries 0.689; number 87, O, carries -0.253; number 88, H, carries 0.077; number 89, H, carries 0.070; number 90, O, carries -0.288; number 91, O, carries -0.274; number 92, S, carries 0.702; number 93, C, carries -0.104; number 94, H, carries 0.082; number 95, H, carries 0.102; number 96, H, carries 0.050; number 97, C, carries -0.052; number 98, C, carries -0.052; number 99, O, carries -0.251

Record 2
A molecular structure, C27H73MnN6O7 in a non-equilibrium geometry. Source: the Open Molecules 2025 dataset; level of theory: wB97M-V/def2-TZVPD.

```
114
Properties=species:S:1:pos:R:3
C 5.151 -1.260 -0.271
H 3.832 2.675 1.714
H -9.336 -1.434 -2.217
C -2.417 2.024 -0.725
H -1.279 -1.017 -1.098
C 4.916 -1.587 -1.735
H 1.202 -2.770 0.901
H -3.764 -1.344 -1.679
H -1.173 -0.785 3.595
C 2.917 2.159 1.424
H -1.782 2.043 -3.627
H 0.494 -1.597 7.295
C -2.358 1.020 1.417
H 2.180 -1.515 1.390
H 4.272 -3.013 0.661
H -2.093 3.836 -3.814
H -3.426 1.212 1.323
C 5.231 -2.497 0.626
N 0.862 1.749 2.453
H -0.132 2.102 -2.271
C 1.538 0.094 -4.446
H 6.240 -2.723 3.767
H 4.735 -0.650 -2.261
N -0.328 -1.473 6.721
H 2.023 -1.234 -2.793
N 0.569 0.685 -3.519
O -0.618 1.652 4.766
N -0.377 2.925 -1.740
C -1.801 3.024 -1.724
H -7.794 -0.295 0.822
C 3.341 2.549 -0.976
C -8.181 -1.874 -0.445
O 2.284 0.066 -6.635
H 5.869 -3.257 0.174
H -1.407 -2.320 4.405
Mn 0.236 2.417 0.366
H -0.902 -2.612 -0.349
H -3.494 2.195 -0.736
H 2.896 -1.625 -4.223
H 4.115 3.311 -1.068
O -5.834 -1.517 -1.180
C 5.965 -3.113 2.787
C -0.372 -0.631 5.539
H -0.048 -0.797 1.085
C -9.040 -0.917 -1.304
H -8.458 -0.022 -1.523
H -6.542 -3.285 -0.628
H 6.252 0.433 -0.145
H 3.711 2.518 4.024
H 3.053 0.912 3.718
H 1.315 0.869 2.252
O 5.460 -2.076 1.986
C 2.152 0.215 -8.028
H 1.101 -2.018 -4.126
H -2.095 1.199 2.460
H -2.203 -0.052 1.299
H -6.674 -1.262 0.675
H -0.273 0.127 -3.506
H -7.055 -2.623 -2.303
H -2.462 2.662 4.946
H 0.698 1.152 -6.059
H -4.354 -2.851 -1.439
H 0.423 1.458 3.315
H -8.854 -2.693 -0.191
C -1.429 -1.240 4.552
O 0.685 0.404 -0.275
N -7.672 -1.298 0.825
H -1.852 0.777 6.135
O -1.818 2.028 0.546
H 0.086 -2.011 -1.703
H 2.292 1.935 4.871
H 6.716 -0.733 0.680
H 3.272 1.128 1.405
H 2.477 0.645 -4.381
H 5.720 -2.173 -2.181
H 1.705 1.150 -8.367
C 2.096 2.487 2.611
H 0.448 -0.608 -6.150
H 1.838 3.537 2.752
H 5.202 -3.879 2.924
H 4.409 -0.527 0.048
H 3.068 0.129 -8.611
C -1.412 2.835 4.711
C -4.692 -1.893 -1.835
C 1.907 -1.330 -3.872
C -6.915 -2.459 -1.234
H -2.281 1.029 -1.149
H 2.860 2.419 -1.946
H 0.631 -0.662 5.114
C 1.611 -1.835 0.517
H -0.265 1.099 6.822
N 6.431 -0.553 -0.272
H -9.996 -0.676 -0.840
H -4.738 -1.968 -2.922
H 0.843 0.506 -2.564
C -2.272 2.933 -3.231
C -0.786 0.813 5.908
H 3.858 1.591 -0.932
H -2.196 3.945 -1.295
H 1.525 -0.611 -8.363
C 0.400 -0.929 0.099
C 1.153 0.178 -5.880
H -3.358 2.851 -3.200
H 3.964 -2.101 -1.868
H 2.245 -2.209 -0.287
H -0.039 3.716 -2.269
C -0.493 -1.721 -0.826
H -0.574 -2.424 6.487
H 6.868 -3.469 2.291
O 2.434 2.694 0.177
C 2.787 1.954 3.900
H -2.413 -0.833 4.782
H -1.448 3.301 3.726
H -0.988 3.516 5.449
```

Summary:
- highest occupied orbital energy (alpha / beta) (Ha) = -0.395 / -0.400
- HOMO-LUMO gap (alpha / beta) (eV) = 8.44 / 8.13
- charge = +1
- E (eV) = -83766.0469
- 2S+1 = 6

Löwdin atomic charge list, values in e, 99 entries: number 1, C, carries -0.448; number 2, H, carries 0.138; number 3, H, carries 0.072; number 4, C, carries -0.188; number 5, H, carries 0.047; number 6, C, carries -0.068; number 7, H, carries 0.075; number 8, H, carries 0.062; number 9, H, carries 0.041; number 10, C, carries -0.201; number 11, H, carries 0.064; number 12, H, carries 0.077; number 13, C, carries -0.038; number 14, H, carries 0.064; number 15, H, carries 0.110; number 16, H, carries 0.086; number 17, H, carries 0.103; number 18, C, carries -0.181; number 19, N, carries 0.041; number 20, H, carries 0.032; number 21, C, carries -0.386; number 22, H, carries 0.089; number 23, H, carries 0.072; number 24, N, carries 0.027; number 25, H, carries 0.043; number 26, N, carries 0.037; number 27, O, carries -0.265; number 28, N, carries 0.021; number 29, C, carries -0.392; number 30, H, carries 0.058; number 31, C, carries -0.013; number 32, C, carries -0.381; number 33, O, carries -0.171; number 34, H, carries 0.135; number 35, H, carries 0.082; number 36, Mn, carries 1.004; number 37, H, carries 0.088; number 38, H, carries 0.142; number 39, H, carries 0.077; number 40, H, carries 0.100; number 41, O, carries -0.228; number 42, C, carries -0.109; number 43, C, carries -0.408; number 44, H, carries 0.085; number 45, C, carries -0.068; number 46, H, carries 0.075; number 47, H, carries 0.122; number 48, H, carries 0.061; number 49, H, carries 0.086; number 50, H, carries 0.087; number 51, H, carries 0.077; number 52, O, carries -0.207; number 53, C, carries -0.094; number 54, H, carries 0.081; number 55, H, carries 0.073; number 56, H, carries 0.097; number 57, H, carries 0.039; number 58, H, carries 0.078; number 59, H, carries 0.125; number 60, H, carries 0.093; number 61, H, carries 0.129; number 62, H, carries 0.089; number 63, H, carries 0.052; number 64, H, carries 0.120; number 65, C, carries -0.030; number 66, O, carries -0.329; number 67, N, carries 0.035; number 68, H, carries 0.120; number 69, O, carries -0.267; number 70, H, carries 0.064; number 71, H, carries 0.084; number 72, H, carries 0.059; number 73, H, carries 0.133; number 74, H, carries 0.134; number 75, H, carries 0.091; number 76, H, carries 0.087; number 77, C, carries -0.410; number 78, H, carries 0.133; number 79, H, carries 0.152; number 80, H, carries 0.089; number 81, H, carries 0.104; number 82, H, carries 0.091; number 83, C, carries -0.077; number 84, C, carries -0.151; number 85, C, carries -0.034; number 86, C, carries -0.134; number 87, H, carries 0.117; number 88, H, carries 0.086; number 89, H, carries 0.124; number 90, C, carries -0.053; number 91, H, carries 0.127; number 92, N, carries 0.047; number 93, H, carries 0.074; number 94, H, carries 0.092; number 95, H, carries 0.027; number 96, C, carries -0.009; number 97, C, carries -0.170; number 98, H, carries 0.073; number 99, H, carries 0.142

Energy above the lowest of the compared OMol25 structures with the same formula, charge and spin / kJ/mol: 172.2; 339.5